(1)
C54H51IIrN5P2SSbTe | ωB97M-V/def2-TZVPD

```
117
Properties=species:S:1:pos:R:3:forces:R:3
Ir 0.069 -0.273 -1.051 -0.54 -0.09 -0.82
Te -2.133 -1.254 3.359 -0.06 0.03 -0.03
C -3.934 -2.243 2.878 0.00 -0.01 -0.02
C -3.948 -3.579 2.511 -0.02 0.01 0.04
C -5.176 -4.150 2.193 0.03 -0.01 -0.01
N -6.326 -3.489 2.232 -0.03 -0.01 0.00
C -6.299 -2.217 2.616 0.00 0.02 0.01
C -5.132 -1.544 2.951 0.00 -0.01 0.01
C -1.655 -0.632 1.495 0.18 -0.09 -0.02
P -0.223 0.365 1.134 0.20 0.18 -0.11
C 0.894 0.118 2.547 0.07 0.14 -0.02
C 0.800 1.006 3.622 0.12 0.11 -0.06
C 1.539 0.783 4.775 0.02 -0.01 0.01
C 2.377 -0.320 4.868 0.00 0.02 0.02
C 2.463 -1.214 3.809 0.02 0.03 -0.03
C 1.720 -0.999 2.659 -0.13 -0.15 0.10
C -0.638 2.119 1.237 -0.01 -0.03 0.01
C -1.860 2.554 1.737 -0.01 -0.02 0.07
C -2.094 3.914 1.900 -0.01 -0.01 0.02
C -1.113 4.831 1.553 0.01 0.00 -0.02
C 0.098 4.396 1.026 0.00 0.03 0.02
C 0.338 3.042 0.866 0.01 0.00 0.02
P -1.816 -1.350 -0.134 -0.16 -0.01 0.21
C -3.417 -0.891 -0.844 -0.05 -0.08 0.00
C -4.328 -0.142 -0.106 0.02 0.03 0.01
C -5.512 0.292 -0.689 0.01 0.00 0.01
C -5.793 -0.024 -2.011 0.00 0.00 0.00
C -4.891 -0.782 -2.751 0.00 0.01 -0.02
C -3.707 -1.210 -2.173 0.02 -0.02 0.02
C -1.826 -3.155 0.006 0.04 -0.01 0.06
C -0.838 -3.749 0.795 -0.03 0.00 0.01
C -0.816 -5.123 0.970 0.01 0.01 0.00
C -1.777 -5.916 0.355 0.00 -0.02 0.00
C -2.762 -5.331 -0.426 0.00 0.01 -0.01
C -2.794 -3.954 -0.598 0.05 -0.01 -0.02
H -3.044 -4.171 2.463 0.01 -0.01 -0.02
H -5.228 -5.189 1.890 0.01 0.00 0.01
H -7.256 -1.708 2.663 0.00 0.01 0.00
H -5.173 -0.509 3.264 0.00 0.00 0.00
H 0.170 1.885 3.560 0.02 -0.04 0.01
H 1.463 1.478 5.601 0.00 0.00 0.00
H 2.956 -0.484 5.767 0.00 0.00 0.00
H 3.107 -2.083 3.872 0.01 0.00 0.01
H 1.754 -1.723 1.860 0.05 -0.02 -0.06
H -2.616 1.834 2.028 0.01 0.02 -0.02
H -3.037 4.255 2.305 -0.01 0.00 0.00
H -1.294 5.889 1.687 0.00 0.00 0.00
H 0.857 5.114 0.743 0.00 0.00 0.00
H 1.281 2.701 0.454 0.05 -0.01 -0.01
H -4.107 0.114 0.923 0.00 0.00 -0.02
H -6.217 0.871 -0.108 0.00 0.00 0.00
H -6.717 0.310 -2.463 0.00 0.00 0.00
H -5.112 -1.039 -3.779 0.00 0.00 0.00
H -3.002 -1.786 -2.761 0.02 0.01 -0.01
H -0.093 -3.137 1.289 -0.03 -0.02 0.00
H -0.051 -5.575 1.587 0.00 0.00 0.00
H -1.759 -6.989 0.490 0.00 0.00 0.00
H -3.517 -5.946 -0.898 0.00 0.00 0.00
H -3.589 -3.517 -1.183 -0.01 0.01 0.00
I -0.113 -0.891 -3.857 0.05 -0.06 0.24
C 1.359 0.172 -2.640 0.29 0.29 0.47
H 1.425 1.179 -3.031 -0.06 0.00 -0.09
H 2.256 -0.407 -2.835 0.07 0.06 0.00
S 1.536 -2.080 -0.626 0.01 -0.07 -0.06
Sb 3.688 -1.138 -0.520 -0.10 0.00 0.08
C 3.879 0.925 -0.196 -0.04 0.01 0.00
C 3.996 1.782 -1.289 -0.03 -0.04 -0.01
C 4.160 3.144 -1.079 0.00 -0.02 -0.02
C 4.222 3.644 0.215 -0.01 0.02 0.01
C 4.112 2.789 1.302 -0.03 0.01 0.02
C 3.934 1.427 1.102 0.00 0.00 0.00
C 4.631 -2.109 1.078 0.03 -0.03 -0.03
C 5.655 -1.489 1.788 0.01 -0.03 -0.03
C 6.277 -2.172 2.824 -0.01 0.01 0.00
C 5.881 -3.463 3.143 0.01 0.00 0.01
C 4.865 -4.082 2.426 -0.01 0.00 -0.01
C 4.237 -3.408 1.389 -0.04 0.03 0.07
C 4.682 -1.595 -2.302 -0.02 0.03 0.00
C 5.854 -0.922 -2.636 0.03 -0.03 0.01
C 6.525 -1.267 -3.800 0.00 0.01 0.01
C 6.029 -2.276 -4.614 0.00 -0.01 -0.01
C 4.862 -2.946 -4.274 -0.01 0.00 0.00
C 4.180 -2.607 -3.114 -0.02 0.04 -0.04
H 3.976 1.397 -2.301 -0.01 0.00 -0.01
H 4.254 3.810 -1.925 0.00 0.00 0.00
H 4.370 4.704 0.375 0.00 0.00 0.00
H 4.170 3.179 2.310 -0.01 0.00 0.00
H 3.858 0.769 1.957 -0.04 -0.06 0.05
H 5.978 -0.486 1.540 0.00 0.01 0.00
H 7.075 -1.695 3.378 0.00 0.00 0.00
H 6.372 -3.993 3.948 0.00 0.00 0.00
H 4.566 -5.093 2.671 0.00 -0.01 0.00
H 3.437 -3.893 0.840 0.01 0.00 -0.02
H 6.251 -0.138 -2.000 0.00 0.01 0.00
H 7.436 -0.749 -4.069 0.00 0.00 0.00
H 6.557 -2.543 -5.519 0.00 0.00 0.00
H 4.482 -3.732 -4.911 0.00 0.00 0.00
H 3.259 -3.117 -2.856 0.01 0.00 0.01
C -2.693 6.094 -3.191 0.00 0.00 0.02
C -3.648 5.006 -2.709 -0.03 -0.01 0.00
C -3.717 4.942 -1.188 -0.02 -0.01 0.01
C -3.339 3.631 -3.301 -0.02 0.01 0.00
N -2.201 2.947 -2.671 0.00 0.02 0.09
C -2.181 1.769 -2.064 0.01 0.01 0.02
N -0.934 1.513 -1.720 -0.04 -0.11 0.05
N -0.203 2.582 -2.112 0.06 -0.03 0.00
N -0.954 3.437 -2.682 0.04 0.00 -0.06
H -3.000 7.060 -2.790 0.00 0.01 -0.01
H -2.696 6.169 -4.279 0.01 0.00 -0.01
H -1.671 5.902 -2.864 0.00 0.00 0.01
H -4.646 5.241 -3.091 0.00 0.00 -0.01
H -2.724 4.797 -0.760 0.02 -0.01 0.01
H -4.359 4.127 -0.842 -0.01 0.01 0.00
H -4.115 5.874 -0.788 0.01 0.00 0.01
H -3.128 3.690 -4.369 0.00 0.02 0.00
H -4.185 2.959 -3.153 0.01 -0.02 -0.02
H -3.047 1.158 -1.887 0.01 -0.03 -0.07
```
Positions in Å, forces in eV/Å.

- Kohn-Sham gap (spin up / spin down) (eV) = 7.60 / 6.19
- spin multiplicity = 2
- E_LUMO (spin up / spin down) (eV) = -5.03 / -6.62
- energy (a.u.) = -4352.8235
- E_HOMO (spin up / spin down) (eV) = -12.63 / -12.81
- energy above the lowest of the compared OMol25 structures with the same formula, charge and spin (eV) = 0.000
- total charge = +2

(2)
C54H52GeIO2P2Se3SiY | ωB97M-V/def2-TZVPD

```
117
Properties=species:S:1:pos:R:3:forces:R:3
Y 0.801 0.022 -1.094 -0.40 0.85 0.76
C -1.730 -2.213 -3.752 -0.38 0.77 -0.53
Si -1.559 -1.691 -1.923 2.42 1.65 -0.13
C -1.416 -3.378 -1.064 -1.43 -0.70 0.06
C -2.610 -4.125 -0.957 -0.11 -1.00 0.01
C -2.661 -5.441 -0.457 1.21 0.63 0.22
C -1.431 -6.113 -0.162 -0.76 1.65 -0.46
C -0.245 -5.394 -0.367 -0.62 -0.08 0.73
C -0.236 -4.016 -0.677 -1.53 -1.55 -0.38
P 1.263 -3.121 -0.677 1.83 1.49 -0.12
C 2.096 -3.543 0.880 -0.10 -0.28 0.16
C 3.458 -3.254 1.002 0.97 -0.39 0.69
C 4.116 -3.597 2.207 -1.50 0.28 0.26
C 3.376 -4.045 3.344 0.37 0.37 -2.53
C 2.025 -4.294 3.187 -0.41 -0.01 -0.58
C 1.400 -4.109 1.943 -0.48 0.02 0.09
C 2.275 -4.096 -1.858 -1.02 -0.04 -0.66
C 3.390 -4.846 -1.559 1.40 -0.20 0.02
C 4.167 -5.392 -2.613 -0.79 0.20 0.56
C 3.761 -5.288 -3.935 -0.19 -0.06 -0.14
C 2.558 -4.638 -4.215 -0.55 0.45 0.91
C 1.799 -4.051 -3.189 1.60 -0.83 0.20
C -3.200 -0.907 -1.499 -0.65 -0.33 0.68
C -4.203 -1.062 -2.467 0.13 0.51 -0.73
C -5.518 -1.210 -2.110 -1.36 -0.33 0.61
C -5.893 -1.208 -0.773 1.07 0.60 1.05
C -4.934 -0.760 0.159 -1.11 -0.95 0.41
C -3.595 -0.569 -0.154 -1.38 -0.82 -2.18
P -2.575 0.444 0.878 1.83 0.32 0.21
C -2.808 -0.228 2.534 -0.93 -0.41 1.15
C -3.248 -1.550 2.776 0.71 0.63 -0.01
C -3.033 -2.102 4.037 0.12 -0.34 0.06
C -2.693 -1.354 5.166 0.15 0.85 -1.62
C -2.465 0.013 4.975 0.27 0.70 -0.44
C -2.454 0.549 3.661 -0.49 0.23 0.48
C -3.540 1.980 0.862 -0.99 -0.46 1.08
C -4.420 2.377 1.897 0.64 0.12 -0.29
C -5.183 3.528 1.765 0.57 -0.35 -0.56
C -5.119 4.239 0.578 -0.21 0.41 -1.79
C -4.288 3.807 -0.489 0.02 0.10 0.63
C -3.451 2.692 -0.318 -0.33 0.92 -0.25
H -2.587 -2.875 -3.875 -0.08 -0.22 -0.15
H -0.843 -2.714 -4.137 0.06 -0.09 0.09
H -1.891 -1.327 -4.427 0.17 -0.65 0.69
H -3.541 -3.690 -1.334 0.18 0.02 0.35
H -3.639 -5.868 -0.231 0.31 -0.21 -0.24
H -1.444 -7.094 0.290 0.16 -0.17 -0.21
H 0.715 -5.844 -0.133 -0.08 -0.18 -0.04
H 4.014 -2.825 0.136 -0.49 -0.29 1.03
H 5.172 -3.451 2.328 0.36 0.16 -0.14
H 3.910 -4.249 4.237 0.21 -0.09 0.85
H 1.425 -4.634 4.012 -0.11 -0.18 0.29
H 0.333 -4.390 1.752 1.09 0.43 0.70
H 3.729 -4.945 -0.496 -0.29 -0.03 -1.32
H 5.070 -5.905 -2.360 0.45 -0.33 0.07
H 4.313 -5.750 -4.770 -0.10 0.32 0.61
H 2.219 -4.563 -5.226 -0.23 -0.03 -0.48
H 0.839 -3.605 -3.341 -0.27 0.38 -0.47
H -3.968 -1.006 -3.552 0.08 -0.53 0.94
H -6.312 -1.435 -2.805 0.12 0.10 -0.56
H -6.878 -1.482 -0.402 0.05 0.15 -0.36
H -5.226 -0.714 1.221 0.00 0.42 -0.58
H -3.714 -2.169 1.995 0.76 0.26 0.23
H -2.995 -3.183 4.061 -0.62 -0.21 0.41
H -2.560 -1.805 6.119 0.08 -0.35 0.59
H -2.207 0.669 5.837 -0.24 -0.53 -0.80
H -2.306 1.642 3.497 0.41 -1.03 0.30
H -4.451 1.844 2.850 -0.04 -0.06 -0.48
H -5.805 3.825 2.579 -0.41 0.31 0.35
H -5.775 5.115 0.362 0.61 -0.67 0.50
H -4.263 4.368 -1.432 -0.01 -0.19 0.48
H -2.706 2.383 -1.066 -0.50 0.22 0.19
O 5.089 3.472 -3.621 0.82 0.45 0.43
C 4.915 2.110 -3.960 0.10 -1.14 0.50
C 3.827 1.352 -3.068 -0.34 0.78 1.12
C 2.833 2.491 -2.684 0.25 -0.41 0.89
O 1.591 2.096 -2.044 0.93 0.36 -0.56
C 4.485 0.894 -1.753 0.64 -1.73 0.39
Se 3.427 -0.127 -0.296 0.95 0.66 -1.22
C 3.260 0.126 -3.814 -0.12 0.08 -0.26
Se 1.319 -0.414 -3.934 -0.06 1.08 0.20
H 5.834 3.574 -2.999 -0.73 -0.23 -0.40
H 5.905 1.591 -3.866 -0.84 0.10 -0.26
H 4.581 2.102 -5.001 0.03 -0.09 0.05
H 2.640 3.063 -3.574 -0.60 0.31 -0.36
H 3.398 3.153 -1.999 -0.60 -0.35 -0.20
H 0.880 2.291 -2.763 0.54 -0.23 0.79
H 4.901 1.712 -1.172 0.05 0.32 -0.22
H 5.319 0.169 -1.975 -0.63 0.74 0.04
H 3.702 -0.776 -3.349 -0.20 0.25 -0.55
H 3.450 0.204 -4.881 0.56 -0.13 -0.03
I 0.614 -0.344 1.831 0.37 -1.12 0.56
Se 0.007 1.625 -4.335 -0.09 -1.36 -0.81
Ge 0.749 3.066 1.193 -0.93 -0.61 -0.71
C 1.017 3.271 3.152 0.13 -0.14 -0.39
C 2.204 2.787 3.690 0.93 0.45 0.04
C 2.556 3.038 5.015 0.19 -0.80 -0.19
C 1.663 3.682 5.860 0.12 -0.37 0.41
C 0.395 3.988 5.377 -0.45 0.48 0.81
C 0.090 3.812 4.039 -0.57 -0.06 -0.28
C 0.363 4.889 0.562 -0.17 0.80 -0.36
C -0.652 5.710 1.101 1.09 0.66 -1.46
C -0.929 6.950 0.506 0.03 -0.10 0.18
C -0.338 7.349 -0.703 0.01 -0.48 -0.10
C 0.538 6.480 -1.346 0.76 -1.02 1.53
C 0.953 5.322 -0.644 -0.58 0.37 -0.64
H 2.224 2.982 0.733 0.50 0.08 0.06
H 2.951 2.326 3.028 -0.46 0.04 0.29
H 3.496 2.599 5.381 -0.32 0.53 -0.01
H 1.949 3.850 6.902 -0.28 -0.01 -0.26
H -0.379 4.356 6.078 0.52 -0.04 -0.47
H -0.911 4.073 3.661 0.44 -0.04 0.31
H -1.160 5.397 1.984 -0.39 0.00 0.52
H -1.602 7.622 1.030 -0.12 0.07 -0.16
H -0.505 8.301 -1.183 -0.44 0.25 0.21
H 1.028 6.710 -2.284 -0.15 0.18 -0.04
H 1.718 4.696 -1.106 -0.11 0.04 0.13
```
Positions in Å, forces in eV/Å.

- Kohn-Sham gap (eV) = 4.36
- E_LUMO (eV) = 3.88
- energy (a.u.) = -12828.9045
- E_HOMO (eV) = -0.47
- energy above the lowest of the compared OMol25 structures with the same formula, charge and spin (eV) = 1.996
- total charge = -2